Record 1
C30H43MgN2Sb2 as an isolated structure. Source: the OMol25 dataset; level of theory: the ωB97M-V functional and the def2-TZVPD basis.

## Properties
gap between HOMO and LUMO: 0.2774 Ha
LUMO energy: -2.5728 eV
HOMO level: -10.1 eV
charge: +1
E_tot: -1958.817428 Ha

Geometry (Å):
Mg (0.593, -0.872, -0.311)
N (2.413, -0.746, -1.670)
C (3.607, -1.545, -1.303)
C (3.737, -1.724, 0.221)
C (3.274, -3.083, 0.775)
C (1.785, -3.237, 1.038)
N (0.996, -3.009, -0.216)
H (2.285, -0.747, -2.678)
H (2.573, 0.231, -1.424)
H (4.507, -1.075, -1.699)
H (3.528, -2.517, -1.792)
H (3.205, -0.904, 0.722)
H (4.782, -1.589, 0.494)
H (3.787, -3.289, 1.715)
H (3.588, -3.875, 0.086)
H (1.454, -2.512, 1.788)
H (1.581, -4.227, 1.443)
H (0.121, -3.524, -0.180)
H (1.513, -3.399, -0.999)
C (-3.640, 3.696, -0.130)
Sb (-3.114, 2.174, 1.285)
C (-3.438, 3.360, 3.040)
C (-5.108, 1.308, 1.298)
C (-5.418, 0.642, -0.006)
C (-6.065, 1.382, -0.999)
C (-6.367, 0.847, -2.239)
C (-6.044, -0.475, -2.511)
C (-5.415, -1.227, -1.534)
C (-5.077, -0.690, -0.289)
C (-4.405, -1.597, 0.703)
Sb (-2.246, -1.744, 0.552)
C (-2.248, -2.243, -1.558)
C (-2.206, -3.781, 1.257)
H (-4.482, 4.275, 0.249)
H (-3.911, 3.228, -1.076)
H (-2.793, 4.358, -0.305)
H (-4.334, 3.965, 2.903)
H (-2.581, 4.008, 3.220)
H (-3.570, 2.706, 3.903)
H (-5.792, 2.138, 1.478)
H (-5.171, 0.632, 2.151)
H (-6.345, 2.406, -0.779)
H (-6.875, 1.450, -2.981)
H (-6.298, -0.921, -3.464)
H (-5.191, -2.270, -1.730)
H (-4.693, -2.631, 0.517)
H (-4.639, -1.362, 1.740)
H (-2.773, -3.184, -1.723)
H (-1.240, -2.343, -1.975)
H (-2.758, -1.449, -2.105)
H (-3.036, -4.328, 0.811)
H (-2.309, -3.794, 2.342)
H (-1.277, -4.295, 1.005)
C (2.151, 5.718, 2.321)
C (1.052, 5.421, 1.527)
C (0.764, 4.103, 1.203)
C (1.561, 3.061, 1.666)
C (2.656, 3.371, 2.473)
C (2.952, 4.687, 2.796)
C (1.246, 1.644, 1.343)
C (0.815, 1.135, 0.184)
C (0.642, 1.946, -1.051)
C (-0.446, 1.676, -1.889)
C (-0.626, 2.336, -3.099)
C (0.311, 3.270, -3.517)
C (1.409, 3.542, -2.707)
C (1.567, 2.899, -1.489)
H (2.377, 6.745, 2.576)
H (0.415, 6.218, 1.163)
H (-0.083, 3.874, 0.569)
H (3.273, 2.568, 2.862)
H (3.804, 4.910, 3.427)
H (1.354, 0.974, 2.198)
H (-1.203, 0.964, -1.560)
H (-1.492, 2.118, -3.712)
H (0.186, 3.785, -4.461)
H (2.144, 4.271, -3.025)
H (2.418, 3.141, -0.858)

Record 2
C30H44As2N4S9Tc as an isolated structure. Source: the OMol25 dataset; level of theory: the ωB97M-V functional and the def2-TZVPD basis.

## Properties
gap between HOMO and LUMO (alpha / beta): 0.2000 / 0.2000 Ha
LUMO energy (alpha / beta): 1.3429 / 1.3436 eV
relative energy (zero: lowest compared OMol25 entry of this formula, charge and spin): 39.7 kJ/mol
HOMO level (alpha / beta): -4.1 / -4.1 eV
charge: -1
E_tot: -9524.882350 Ha

Geometry (Å):
Tc (0.092, 0.033, 0.079)
C (-2.778, 2.705, -3.834)
C (-1.327, 2.413, -3.434)
C (-0.457, 2.429, -4.707)
C (-0.819, 3.427, -2.418)
C (-0.585, 4.697, -2.937)
C (-0.080, 5.710, -2.153)
C (0.178, 5.440, -0.827)
C (-0.054, 4.196, -0.240)
C (0.270, 4.161, 1.245)
C (-0.748, 3.440, 2.108)
C (1.718, 3.727, 1.467)
C (-0.556, 3.159, -1.055)
N (-0.879, 1.818, -0.570)
C (-2.182, 1.557, -0.631)
C (-2.612, 0.223, -0.696)
N (-1.666, -0.706, -0.721)
C (-2.133, -2.039, -1.129)
C (-2.681, -2.967, -0.220)
C (-3.229, -4.140, -0.726)
C (-3.222, -4.431, -2.076)
C (-2.628, -3.544, -2.944)
C (-2.070, -2.352, -2.491)
C (-1.434, -1.451, -3.520)
C (-0.362, -2.195, -4.317)
C (-2.513, -0.879, -4.438)
C (-2.698, -2.770, 1.277)
C (-2.612, -4.079, 2.061)
C (-3.930, -1.984, 1.731)
H (-3.104, 2.033, -4.627)
H (-2.858, 3.729, -4.207)
H (-3.467, 2.600, -2.998)
H (-1.294, 1.414, -2.996)
H (-0.803, 3.191, -5.407)
H (-0.512, 1.473, -5.231)
H (0.588, 2.645, -4.480)
H (-0.802, 4.884, -3.981)
H (0.101, 6.695, -2.563)
H (0.567, 6.226, -0.191)
H (0.225, 5.212, 1.549)
H (-0.873, 2.401, 1.831)
H (-1.726, 3.925, 2.030)
H (-0.442, 3.454, 3.156)
H (1.906, 2.727, 1.085)
H (1.955, 3.719, 2.532)
H (2.397, 4.418, 0.960)
H (-2.898, 2.368, -0.718)
H (-3.662, -0.029, -0.802)
H (-3.654, -4.853, -0.034)
H (-3.653, -5.355, -2.441)
H (-2.589, -3.775, -4.001)
H (-0.945, -0.641, -2.978)
H (-0.746, -3.127, -4.732)
H (0.495, -2.433, -3.688)
H (-0.028, -1.584, -5.158)
H (-3.025, -1.683, -4.971)
H (-2.088, -0.207, -5.187)
H (-3.266, -0.332, -3.869)
H (-1.812, -2.199, 1.528)
H (-3.560, -4.624, 2.059)
H (-2.367, -3.857, 3.101)
H (-1.834, -4.735, 1.671)
H (-4.843, -2.512, 1.441)
H (-3.962, -0.982, 1.304)
H (-3.926, -1.871, 2.817)
S (1.030, -2.018, 4.113)
As (0.619, 0.050, 3.364)
S (1.924, 0.399, 1.693)
S (-1.158, 0.014, 2.060)
S (0.597, 1.239, 5.057)
S (2.635, -3.660, 1.598)
As (3.127, -2.088, -0.138)
S (0.837, -3.248, 2.477)
S (0.868, -1.947, -0.635)
S (3.817, -3.350, -1.695)
C (4.903, 0.578, -2.438)
N (3.676, 0.543, -3.215)
C (3.664, -0.047, -4.546)
C (2.201, 0.125, -4.948)
N (1.561, 0.139, -3.641)
C (2.436, 0.534, -2.698)
S (2.124, 0.974, -1.102)
H (5.700, 0.951, -3.081)
H (5.150, -0.424, -2.074)
H (4.777, 1.252, -1.595)
H (3.945, -1.104, -4.483)
H (4.356, 0.472, -5.209)
H (1.840, -0.695, -5.566)
H (2.035, 1.071, -5.474)
H (0.589, 0.356, -3.505)

Record 3
C30H44As5F30N6O2 as an isolated structure. Source: the OMol25 dataset; level of theory: the ωB97M-V functional and the def2-TZVPD basis.

## Properties
gap between HOMO and LUMO (alpha / beta): 0.2965 / 0.1051 Ha
LUMO energy (alpha / beta): -6.4414 / -11.6472 eV
multiplicity: 2
HOMO level (alpha / beta): -14.5 / -14.5 eV
charge: +2
E_tot: -15823.149297 Ha

Geometry (Å):
C (1.558, 1.256, 3.851)
C (0.500, 0.652, 2.980)
O (-0.707, 1.023, 3.036)
N (0.952, -0.324, 1.807)
H (1.844, -0.752, 2.010)
H (0.307, -1.101, 1.851)
C (1.043, 0.384, 0.414)
H (1.107, 2.195, 4.172)
H (2.400, 1.525, 3.213)
H (1.765, 0.519, 4.627)
H (1.376, -0.365, -0.304)
H (1.828, 1.130, 0.536)
H (0.047, 0.754, 0.172)
C (2.034, -4.900, 6.514)
C (1.522, -3.489, 6.780)
O (2.211, -2.552, 7.228)
N (-0.007, -3.363, 6.725)
H (-0.605, -4.175, 6.781)
H (-0.188, -2.800, 7.544)
C (-0.502, -2.624, 5.492)
H (1.739, -5.606, 7.291)
H (3.110, -4.868, 6.340)
H (1.560, -5.260, 5.601)
H (0.021, -1.669, 5.535)
H (-1.578, -2.501, 5.617)
H (-0.129, -3.302, 4.724)
C (-0.992, 7.874, -5.402)
N (-0.759, 7.431, -3.975)
C (-1.293, 8.177, -2.998)
C (-1.101, 7.806, -1.666)
C (-0.419, 6.620, -1.385)
C (0.139, 5.805, -2.465)
C (-0.016, 6.298, -3.790)
C (-0.383, 6.122, 0.023)
C (0.273, 6.850, 1.013)
C (0.234, 6.395, 2.331)
N (-0.339, 5.173, 2.627)
C (-1.084, 4.511, 1.726)
C (-1.125, 4.991, 0.416)
C (-0.443, 4.790, 4.066)
H (0.001, 8.017, -5.829)
H (-1.643, 8.748, -5.427)
H (-1.528, 7.072, -5.911)
H (-1.825, 9.065, -3.304)
H (-1.338, 8.385, -0.786)
H (0.676, 4.907, -2.200)
H (0.183, 5.768, -4.710)
H (0.834, 7.752, 0.817)
H (0.622, 6.870, 3.219)
H (-1.485, 3.584, 2.106)
H (-1.656, 4.513, -0.394)
H (-1.135, 3.959, 4.201)
H (-0.635, 5.611, 4.757)
H (0.572, 4.532, 4.369)
C (-6.670, -7.472, -5.163)
N (-5.581, -6.620, -4.758)
C (-4.571, -6.426, -5.697)
C (-3.411, -5.817, -5.245)
C (-3.258, -5.443, -3.919)
C (-4.313, -5.573, -3.022)
C (-5.472, -6.271, -3.468)
C (-2.093, -4.625, -3.505)
C (-1.231, -4.923, -2.407)
C (-0.133, -4.117, -2.192)
N (0.135, -3.057, -2.997)
C (-0.673, -2.658, -3.938)
C (-1.741, -3.453, -4.226)
C (1.424, -2.394, -2.911)
H (-7.581, -7.008, -4.784)
H (-6.519, -8.466, -4.744)
H (-6.648, -7.449, -6.252)
H (-4.698, -6.849, -6.683)
H (-2.617, -5.583, -5.938)
H (-4.172, -5.176, -2.027)
H (-6.269, -6.478, -2.769)
H (-1.535, -5.747, -1.779)
H (0.594, -4.409, -1.449)
H (-0.408, -1.714, -4.391)
H (-2.352, -3.120, -5.052)
H (1.389, -1.636, -2.129)
H (1.700, -2.034, -3.902)
H (2.184, -3.147, -2.698)
As (4.759, -0.720, -1.669)
F (6.063, -0.007, -2.674)
F (5.864, -1.212, -0.417)
F (3.356, -1.520, -0.789)
F (3.532, -0.262, -2.932)
F (4.973, -2.306, -2.582)
F (4.562, 0.867, -0.845)
As (-1.923, -3.003, 1.728)
F (-0.195, -2.743, 2.121)
F (-1.481, -4.238, 0.497)
F (-3.658, -3.221, 1.380)
F (-2.361, -1.867, 2.993)
F (-1.827, -1.682, 0.503)
F (-2.040, -4.229, 2.981)
As (-0.818, 1.515, -3.157)
F (-0.665, 3.233, -3.927)
F (-0.025, 0.827, -4.589)
F (-0.819, -0.072, -2.330)
F (-1.480, 2.359, -1.731)
F (-2.385, 1.296, -3.947)
F (0.875, 1.599, -2.563)
As (3.595, 4.394, 1.914)
F (2.109, 3.798, 2.689)
F (3.327, 5.980, 2.752)
F (5.096, 5.088, 1.077)
F (3.856, 2.747, 1.139)
F (2.614, 4.966, 0.501)
F (4.654, 3.945, 3.311)
As (3.904, -2.164, 3.530)
F (5.654, -2.111, 2.869)
F (4.594, -2.699, 5.105)
F (2.234, -2.322, 4.186)
F (3.211, -1.659, 1.880)
F (3.895, -3.915, 3.105)
F (3.927, -0.410, 3.972)